[1]
A 4-piece molecular cluster, C15H28NO11PS overall. Source: the OMol25 dataset; level of theory: ωB97M-V with the def2-TZVPD basis set.

Structure (ORCA input):
```
! RIJCOSX wB97M-V def2-TZVPD def2/J DEFGRID3
* xyz 0 1
C -0.733 -2.317 -1.205
C -1.637 -3.349 -1.868
O -2.204 -4.307 -0.965
C -2.812 -3.796 0.172
O -1.905 -3.749 1.280
S -0.959 -5.066 1.427
O -1.804 -6.204 1.678
O -0.395 -4.581 2.875
P 0.944 -3.548 2.981
N 2.066 -4.345 2.015
O 1.456 -4.081 4.437
H -1.314 -1.497 -0.784
H -0.019 -1.915 -1.916
H -0.208 -2.766 -0.370
H -2.434 -2.880 -2.451
H -1.056 -3.944 -2.569
H -3.655 -4.432 0.428
H -3.153 -2.771 0.038
H 1.786 -5.190 1.537
H 2.551 -3.714 1.392
H 0.810 -3.877 5.131
O 2.888 -0.859 -2.230
C 2.686 -0.498 -1.105
O 1.992 -1.241 -0.222
C 1.795 -0.506 1.011
C 2.916 0.526 1.033
C 3.101 0.811 -0.456
H 0.814 -0.035 0.973
H 1.835 -1.206 1.843
H 2.663 1.402 1.626
H 3.829 0.089 1.442
H 2.424 1.593 -0.808
H 4.120 1.064 -0.737
O -1.242 0.618 0.679
C -1.301 1.646 1.295
O -0.242 2.104 2.001
C -0.597 3.309 2.710
C -1.784 3.876 1.942
C -2.460 2.602 1.426
H -0.843 3.041 3.740
H 0.270 3.965 2.716
H -2.429 4.506 2.554
H -1.424 4.463 1.105
H -3.172 2.216 2.158
H -2.944 2.731 0.465
O -1.303 3.795 -1.038
C -0.574 3.724 -1.987
O 0.733 4.050 -1.909
C 1.352 3.958 -3.208
C 0.461 3.013 -4.005
C -0.914 3.298 -3.401
H 1.387 4.961 -3.639
H 2.368 3.595 -3.077
H 0.522 3.176 -5.079
H 0.745 1.979 -3.804
H -1.423 4.129 -3.892
H -1.572 2.434 -3.384
*
```

Computed properties:
HOMO ... -9.02 eV

[2]
A 2-piece molecular cluster, CH6NPS overall. Source: the OMol25 dataset; level of theory: ωB97M-V with the def2-TZVPD basis set.

Structure (ORCA input):
```
! RIJCOSX wB97M-V def2-TZVPD def2/J DEFGRID3
* xyz 0 3
C 1.539 0.282 0.223
N -1.787 0.730 0.196
P -2.044 -0.235 -0.992
S 1.122 -1.482 -0.064
H 1.682 0.481 1.273
H 2.477 0.418 -0.339
H 0.786 0.826 -0.233
H -0.848 0.751 0.409
H -3.291 0.161 -1.459
H 0.366 -1.933 0.987
*
```

Computed properties:
HOMO (spin up / spin down) ... -7.04 / -9.27 eV
Energy relative to the best compared isomer or geometry (same formula, charge and spin) ... 1.888 eV

[3]
An isolated molecule of C2H4ClNO. Source: the OMol25 dataset; level of theory: ωB97M-V with the def2-TZVPD basis set.

Structure (ORCA input):
```
! RIJCOSX wB97M-V def2-TZVPD def2/J DEFGRID3
* xyz 0 1
O -1.744 0.588 1.843
N -1.620 0.175 0.528
C -0.428 -0.321 0.431
C 0.062 -0.768 -0.862
Cl 1.755 0.160 -0.968
H -2.612 0.353 1.938
H 0.244 -0.262 1.300
H -0.410 -0.469 -1.740
H 0.439 -1.742 -0.897
*
```

Computed properties:
HOMO ... -10.12 eV
SMILES string ... O/N=C/CCl
Energy relative to the best compared isomer or geometry (same formula, charge and spin) ... 2.620 eV

[4]
C6H15BBeCl13 as an isolated structure. Source: the OMol25 dataset; level of theory: ωB97M-V with the def2-TZVPD basis set.

Structure (ORCA input):
```
! RIJCOSX wB97M-V def2-TZVPD def2/J DEFGRID3
* xyz 1 1
Be 1.396 -0.824 2.874
B 0.224 0.747 0.223
H 0.038 1.353 -0.650
H 0.127 -0.309 0.026
H 1.209 0.983 0.595
H -0.429 0.938 1.061
C 0.313 -0.644 -4.453
Cl 1.611 -0.664 -5.658
Cl -0.778 -2.050 -4.494
Cl -0.602 0.851 -4.577
H 0.792 -0.581 -3.476
C -3.943 -0.464 -0.914
Cl -5.123 0.323 -1.955
Cl -3.976 -2.286 -0.970
H -2.955 -0.061 -1.139
H -4.116 -0.143 0.113
C 2.713 3.880 -2.588
Cl 2.848 4.309 -4.337
Cl 4.169 4.512 -1.711
H 1.766 4.268 -2.213
H 2.656 2.799 -2.467
C 2.357 -6.138 -0.166
Cl 1.261 -6.845 -1.400
Cl 1.975 -4.404 -0.098
H 2.253 -6.498 0.858
H 3.406 -6.203 -0.455
C 1.489 5.037 2.388
Cl 2.303 3.795 3.319
Cl 1.759 6.634 3.083
H 1.822 4.996 1.351
H 0.414 4.861 2.344
C -3.548 -2.347 5.097
Cl -2.600 -2.195 3.593
Cl -2.655 -3.368 6.281
H -3.692 -1.385 5.589
H -4.483 -2.879 4.922
*
```

Computed properties:
HOMO ... -12.89 eV
Energy relative to the best compared isomer or geometry (same formula, charge and spin) ... 6.075 eV